# 1
The following is a quantum chemistry calculation of a 10-piece molecular cluster, C29H67Br2N9O9 overall in a non-equilibrium geometry, from OMol25.

Summary:
- Structure (SMILES): CN(C)C=O.CN(C)C=O.CN(C)C=O.CN(C)C=O.CN(C)C=O.CN(C)C=O.CN(C)C=O.CN(C)C=O.CN(C)C=O.BrCCBr
- Kohn-Sham gap: 0.32881 hartree
- Total energy: -203078.5875 eV

Positions of all 116 atoms, in Å:
C: 8.6370 -1.3462 -5.2663
C: -7.1095 -0.6951 -4.6265
H: -4.8506 -5.6540 3.7820
H: 1.9280 6.3563 -2.2427
H: 3.5604 8.5943 0.3801
C: -0.9906 4.7075 10.9372
N: 7.4818 -0.7217 -4.6584
H: -4.1753 -7.0743 7.0752
O: -4.2691 5.9036 12.1893
H: 3.4326 6.5594 -2.8612
C: 7.5110 -0.5608 -3.2275
C: 7.6295 -6.5084 1.2360
C: -0.5325 1.0504 -7.4975
H: -2.4050 2.6313 10.8567
C: -0.0102 0.8557 3.0438
O: -0.5858 1.8814 2.6849
C: -5.7656 -2.3172 -5.9338
C: -5.1403 6.1698 -0.8347
H: 8.4050 0.0178 -2.9950
C: 1.5955 -6.9318 -3.0982
C: -2.7080 3.3067 11.6568
N: 8.2837 -5.5610 2.0724
C: -6.1624 6.1405 1.4026
H: 6.5113 -5.7029 3.2785
H: -6.7787 0.1682 -4.0491
H: -4.7772 -1.2492 -3.0977
H: 2.3939 8.7094 -1.0628
C: -5.8933 -8.0798 5.6055
H: -1.3618 0.2863 -9.8849
H: -1.6868 1.8817 -10.1651
N: -1.7098 1.4444 -8.0458
H: -0.4523 0.6447 0.4109
H: 3.0918 -5.2927 -3.7078
H: 0.4344 -0.7578 0.0912
H: -5.4680 5.3185 1.6354
C: -3.1312 5.7983 11.7734
N: 0.4902 -0.1545 2.1980
H: 0.6584 -6.5450 -3.4987
H: 0.0493 0.3967 -8.1657
H: 1.2323 0.7637 0.4157
H: 0.2085 0.6696 4.1066
C: 7.3289 -5.0239 3.0361
O: -6.8580 -8.4645 4.9170
H: 1.5103 -1.8610 1.8369
H: 7.1786 -7.3892 1.6931
H: -6.3444 -1.9296 -6.7865
C: -2.5119 2.5398 -7.5146
C: -1.9393 1.1009 -9.4478
N: -4.9908 -7.1748 5.1377
H: 6.7259 -4.2742 2.5238
H: -4.1361 6.4709 -0.5365
O: 9.9689 -4.1231 2.4330
H: 6.8605 -5.9539 0.6981
O: 4.0401 6.6303 1.4925
H: -2.1088 2.9869 -6.6060
H: 5.5588 -0.1210 -4.8920
H: -7.4998 -0.4540 -5.6152
N: -6.0560 -1.7255 -4.7620
C: 0.4312 0.1069 0.7548
H: -6.3382 8.6280 -0.0159
C: 2.9649 6.2060 -1.9423
H: 1.7200 -1.2251 3.4522
O: -0.2318 1.2584 -6.3702
H: -3.7837 3.1526 11.5720
C: 6.4485 -0.3977 -5.4785
H: 7.6695 -1.5266 -2.7478
H: -2.4290 3.0040 12.6661
Br: 1.7598 -6.5760 -1.1902
H: 3.7427 -6.9089 -3.7627
C: 0.9828 -1.3904 2.6666
C: -3.9461 -6.8479 6.0339
H: -3.5618 2.2747 -7.3894
H: -1.1553 4.4061 9.9027
H: -5.6331 -8.4722 6.6007
C: 9.4979 -5.1161 1.8760
O: -5.0020 -3.2195 -6.1435
H: -3.0478 -7.3772 5.7160
C: 2.8169 -6.3390 -3.8414
N: 3.3762 6.8711 -0.7205
H: 7.8291 -4.4761 3.8347
H: 0.2060 -2.0735 3.0103
H: -0.3840 3.9336 11.4074
H: 3.7022 5.0722 0.1600
H: 8.3843 -6.8267 0.5170
H: -2.5140 6.6969 11.6189
C: -6.9870 7.7772 -0.2238
H: 10.0803 -5.8496 1.2972
H: 9.2603 -0.4882 -5.5182
O: 6.4742 -0.4364 -6.7495
H: -7.8468 7.9759 0.4161
H: -4.0629 -7.1572 3.1633
H: -0.3852 5.6115 11.0027
C: 3.7125 6.1376 0.4374
H: 6.6302 -0.1785 -2.7114
H: 3.1863 5.1434 -1.8422
N: -6.1608 6.6221 0.1441
H: -2.4111 3.3054 -8.2838
H: 8.4333 -1.7036 -6.2757
H: -5.7185 -7.0922 3.1720
H: -5.1235 5.0827 -0.7560
H: -6.0217 -2.4857 -2.8927
C: 3.2883 8.2676 -0.6235
H: 9.1054 -2.1645 -4.7193
O: -6.8690 6.7333 2.2849
H: -3.0084 0.9987 -9.6338
H: -4.5917 -2.9065 -3.7240
H: -3.7915 -5.7771 5.9020
H: -5.2901 6.5740 -1.8358
N: -2.3682 4.6915 11.4258
H: -7.9449 -0.9699 -3.9825
H: -7.2561 7.8170 -1.2793
C: -4.8726 -6.7437 3.7646
Br: 2.3928 -6.5659 -5.7590
H: 4.1181 8.7021 -1.1810
C: -5.2874 -2.0785 -3.5876
H: 1.5129 -8.0180 -3.1382

# 2
The following is a quantum chemistry calculation of C29H67CsN5O4PSSi5Te as an isolated structure in a non-equilibrium geometry, from OMol25.

Summary:
- ΔE to the lowest compared entry with this formula, charge and spin: 50.76 kcal/mol
- Kohn-Sham gap: 0.18984 hartree
- Net charge: -2
- Total energy: -114161.5625 eV

Positions of all 114 atoms, in Å:
H: -1.8992 0.4235 6.0964
Si: -1.4110 1.2310 3.7507
H: -3.0832 1.6539 5.6777
H: -1.7400 2.9678 1.9595
C: -1.8950 4.8595 -2.4352
H: 3.9129 1.1433 3.4724
H: -2.0278 -4.0728 1.1058
C: -4.9254 -1.5051 -0.3659
H: -5.6872 1.3114 0.5743
H: -2.9900 3.1461 3.1772
C: -1.4793 -4.8155 -1.8554
N: -5.2332 0.5137 0.1636
C: -1.1701 4.3324 -3.6661
O: -1.2741 2.9463 -3.7564
H: -4.6344 -3.5157 0.2464
H: -2.2953 3.3661 -6.2821
S: -3.0832 1.8150 -0.7984
C: 0.3804 0.8175 3.5121
N: -5.7854 -0.7267 0.2174
Si: 1.6263 2.1729 3.3287
C: 1.2654 -3.5031 -1.1266
C: 0.2786 -6.3834 0.0637
H: -1.9698 5.9450 -2.4813
H: 0.2073 3.2980 -6.4209
H: 3.3089 -1.6758 -3.1296
H: -1.1406 -5.5380 -2.5897
H: 1.6921 -3.7538 -5.1845
H: -1.4397 2.1069 6.1227
C: -4.0170 0.5140 -0.4473
H: 1.2546 3.5933 5.4149
H: 0.1108 -2.9812 5.1248
H: -2.1202 -0.5456 2.1225
H: 4.4126 -2.9805 -3.5543
H: -4.5832 -3.2394 -1.4970
H: 0.7467 5.0716 3.5235
C: 3.6614 -2.6610 -2.8349
H: -1.3682 4.5726 -1.5287
N: -2.8006 -1.3672 -1.5269
C: 2.0771 -1.8171 2.9509
Si: 1.0295 -0.7957 4.1938
Si: -0.1066 -4.5678 -0.5313
H: 5.7929 1.6105 -0.9677
C: 0.5721 5.8284 1.5293
H: 0.2645 6.8237 1.8321
C: -2.0345 1.3721 5.5855
H: -2.4019 2.0011 -7.3912
Si: 2.1789 -3.8774 -2.6812
O: -0.4280 1.4992 -5.6684
N: 1.3289 3.2791 0.7791
C: -1.8029 2.8669 -7.1135
H: -0.9109 -2.7176 0.9930
H: -0.8178 -1.6097 5.7139
H: 0.9947 -6.3495 0.8811
H: 0.6626 -2.6633 -4.2683
C: 1.1990 3.5664 2.0728
H: 3.7825 1.6841 -2.2218
C: 3.0064 -5.6193 -2.9921
H: 3.0636 -1.3821 2.8368
H: 0.7470 -6.9445 -0.7407
H: 1.9621 -3.2687 -0.3158
Cs: 0.8310 0.4661 -1.1412
C: 1.1065 4.2170 -0.1243
H: -1.7444 3.5457 -7.9633
H: 4.1521 -2.5623 -1.8704
N: -3.8282 -0.8095 -0.7906
Te: 2.0348 3.1341 -4.1863
H: 3.1714 0.8266 1.9165
H: 2.2486 -6.3986 -2.9519
C: -0.3065 -2.0160 4.8458
H: 1.7102 -0.0870 6.5330
H: -0.5842 -6.9520 0.4070
H: -1.3657 3.7198 3.4888
H: 3.9004 2.3909 2.2288
H: -0.4764 -4.1234 1.9191
C: -0.4002 2.4229 -6.7105
H: -1.0557 -2.1939 4.0854
C: 1.1182 -3.6487 -4.2652
H: 1.2655 3.9257 -1.1569
H: 3.7322 -5.8379 -2.2118
H: 1.6097 -1.8321 1.9716
C: -2.6129 -0.0516 2.9561
H: 0.0878 1.9429 -7.5704
H: 0.3162 -4.3803 -4.2907
O: -0.1849 0.7283 -3.3353
H: -2.4204 -5.1802 -1.4480
C: 0.7187 5.5104 0.1876
H: -1.6016 4.7953 -4.5713
H: -6.1430 -3.2089 -0.6143
H: 3.0794 -0.0526 5.4390
H: 2.6046 2.5149 5.6255
H: 0.5388 6.2519 -0.5788
H: -2.1561 -1.8996 -0.9384
H: 2.8180 4.0015 4.7187
C: 2.2019 -0.6228 5.7257
H: 2.5487 -1.5741 6.1241
H: 5.0684 0.1753 -0.2126
H: 3.5162 -5.7031 -3.9517
H: -3.5320 0.3981 2.5850
C: 3.3249 1.5840 2.6740
C: -1.9357 2.9241 3.0257
C: 0.8327 4.8523 2.4705
H: -2.8884 -0.8180 3.6732
P: 0.0069 1.9556 -4.1341
H: -2.8934 4.4358 -2.3864
O: 3.7985 1.2165 -1.3707
C: -5.0857 -2.9595 -0.5746
H: -1.6723 -3.8874 -2.3828
H: 2.2170 -2.8505 3.2566
C: -0.9767 -3.8032 1.0115
H: -2.2798 -0.6372 -2.0135
H: -0.0964 4.6113 -3.6228
C: 5.1022 0.7696 -1.1253
H: 5.4850 0.1400 -1.9394
C: 2.1276 3.1829 4.9150

What is the formula in the second record? C29H67CsN5O4PSSi5Te